C24H33N6PdSTe as an isolated structure in a non-equilibrium geometry. Source: OMol25; level of theory: ωB97M-V/def2-TZVPD.

## Properties
HOMO-LUMO gap, eV: 5.33
Lowest unoccupied orbital energy, eV: 2.63
E_HOMO, Ha: -0.099
Max |F|, eV Å⁻¹: 1.112

```
! RIJCOSX wB97M-V def2-TZVPD def2/J DEFGRID3
* xyz -1 1
Pd 0.8807 -0.3272 -0.6226
C 4.3636 4.4409 -1.9952
C 3.2794 4.3566 -0.9200
N 3.3472 3.1435 -0.1242
C 3.0623 1.8982 -0.6571
S 1.9706 1.7182 -1.9728
N 3.7454 0.9131 -0.1156
N 3.2212 -0.3046 -0.1695
C 4.0002 -1.3230 -0.3056
C 5.4844 -1.1906 -0.5250
C 3.3610 -2.6301 -0.3210
C 4.1241 -3.8097 -0.3329
C 3.4974 -5.0339 -0.4398
C 2.1125 -5.0710 -0.5235
C 1.4323 -3.8628 -0.4679
N 2.0137 -2.6767 -0.3668
H 4.2221 5.3259 -2.6201
H 4.3043 3.5552 -2.6275
H 5.3600 4.4823 -1.5478
H 2.2967 4.3763 -1.3883
H 3.3507 5.2050 -0.2356
H 4.1410 3.0891 0.4996
H 5.7003 -0.1554 -0.7813
H 5.8156 -1.8340 -1.3429
H 6.0549 -1.4479 0.3731
H 5.2014 -3.7536 -0.2591
H 4.0756 -5.9500 -0.4622
H 1.5759 -6.0050 -0.6253
H 0.3502 -3.8614 -0.5216
C -2.1801 2.9970 0.2413
Te -0.2182 2.0898 0.5195
C -0.9329 1.9939 2.5779
C -2.4296 1.9973 2.5155
C -3.2232 1.4927 3.5425
C -4.6052 1.6091 3.4951
C -5.2061 2.2451 2.4186
C -4.4236 2.7153 1.3730
C -3.0394 2.5718 1.3980
H -2.6190 2.6712 -0.7023
H -2.0761 4.0839 0.2054
H -0.5884 2.8881 3.1032
H -0.5416 1.1254 3.1074
H -2.7503 1.0000 4.3849
H -5.2135 1.2027 4.2945
H -6.2828 2.3614 2.3825
H -4.8944 3.1831 0.5151
C -1.6772 -0.8580 -1.8063
C -2.0450 -2.3595 -1.9628
N -2.8973 -2.8000 -0.8478
C -4.0956 -1.9632 -0.8060
C -3.6893 -0.4821 -0.5745
N -2.2359 -0.3661 -0.5480
C -1.6800 -1.1598 0.5502
C -2.1690 -2.6237 0.4157
H -2.0897 -0.2546 -2.6203
H -0.5463 -0.6982 -1.7834
H -1.1526 -2.9885 -1.9768
H -2.5927 -2.5411 -2.8925
H -4.7392 -2.3338 -0.0033
H -4.6292 -2.0943 -1.7520
H -4.0840 -0.1002 0.3720
H -4.0674 0.1585 -1.3772
H -2.0036 -0.7073 1.4936
H -0.5468 -1.0973 0.4831
H -2.8438 -2.9003 1.2314
H -1.3353 -3.3259 0.4316
*
```

Results of the natural (NBO) charge analysis, in e, for atoms 1 through 8: Pd 0.046; C -0.627; C -0.217; N -0.619; C 0.270; S -0.425; N -0.473; N -0.197

A 3-piece molecular cluster, C3H10O4 overall in a non-equilibrium geometry. Source: OMol25; level of theory: ωB97M-V/def2-TZVPD.

## Properties
HOMO-LUMO gap (alpha / beta), eV: 8.17 / 3.11
Lowest unoccupied orbital energy (alpha / beta), eV: -5.31 / -10.37
E_HOMO (alpha / beta), Ha: -0.495 / -0.495
Max |F|, eV Å⁻¹: 3.029

```
! RIJCOSX wB97M-V def2-TZVPD def2/J DEFGRID3
* xyz 1 2
O 1.4015 -1.0173 -1.4201
C 0.5591 -0.4218 -0.7589
O -0.0442 0.5779 -1.3670
C 0.3354 -0.5007 0.7104
C 1.1958 0.6171 1.3100
H -0.0906 0.6273 -2.3388
H 0.6091 -1.4314 1.2122
H -0.6844 -0.3334 1.0531
H 1.0770 1.5723 0.7781
H 2.2987 0.5222 1.1498
H 1.0896 0.8013 2.3757
H -5.9478 1.0946 0.9472
H -7.3735 1.0065 1.4670
O -6.8399 0.9531 0.6622
H 4.8404 -0.8588 0.1131
H 3.3701 -1.0281 -0.1430
O 3.9946 -0.5130 0.3756
*
```

Results of the natural (NBO) charge analysis, in e, for atoms 1 through 8: O -0.045; C 0.819; O -0.557; C -0.523; C -0.639; H 0.555; H 0.289; H 0.305

Per-record E, hartree: -2056.91229 -420.87602